{"formula": "C54H49FN3O7", "method": "ωB97M-V with the def2-TZVPD basis set", "homo_ev": -11.210, "orbital_gap_ev": 8.42, "spin_multiplicity": 1, "charge": 1, "species": ["C", "C", "O", "N", "C", "C", "C", "N", "C", "C", "C", "C", "N", "C", "C", "F", "C", "H", "H", "H", "H", "H", "H", "H", "H", "H", "H", "H", "H", "H", "H", "H", "H", "H", "H", "H", "H", "H", "H", "H", "H", "H", "C", "C", "C", "C", "C", "C", "C", "O", "C", "C", "C", "C", "C", "C", "C", "O", "H", "H", "H", "H", "H", "H", "H", "H", "C", "C", "C", "C", "C", "C", "C", "O", "C", "C", "C", "C", "C", "C", "C", "O", "H", "H", "H", "H", "H", "H", "H", "H", "C", "C", "C", "C", "C", "C", "C", "O", "C", "C", "C", "C", "C", "C", "C", "O", "H", "H", "H", "H", "H", "H", "H", "H"], "positions_angstrom": [[0.14062, 2.31720, 1.19128], [-0.77976, 2.19881, 0.00389], [-1.40882, 3.12955, -0.40944], [-0.90602, 0.91635, -0.67333], [0.35719, 0.56985, -1.33144], [-1.40452, -0.10859, 0.20552], [-1.80226, -1.41269, -0.46467], [-2.34264, -2.19854, 0.70309], [-1.47120, -3.19695, 1.45353], [-0.30277, -3.75156, 0.65337], [0.92732, -2.84864, 0.51525], [1.41608, -2.20019, 1.81669], [1.41136, -3.13641, 2.95162], [-3.04912, -1.13543, 1.57784], [-4.51096, -1.47431, 1.80352], [-2.39787, -1.15452, 2.79953], [-2.72020, 0.21404, 0.92245], [1.07137, 2.78438, 0.85428], [0.38083, 1.37104, 1.67461], [-0.32371, 3.00218, 1.90318], [1.13845, 0.25273, -0.62533], [0.72549, 1.43415, -1.88454], [0.19786, -0.23303, -2.05500], [-0.70338, -0.35676, 1.02453], [-1.12799, -1.93646, -1.13336], [-2.70312, -1.18377, -1.04828], [-3.08836, -2.76917, 0.31086], [-1.13779, -2.75691, 2.38607], [-2.14691, -4.01453, 1.71658], [0.01103, -4.65049, 1.19160], [-0.63669, -4.10313, -0.33044], [0.76167, -2.07125, -0.23686], [1.73635, -3.47383, 0.12483], [2.45129, -1.88911, 1.64612], [0.87335, -1.27331, 2.04320], [2.30594, -3.06782, 3.41989], [0.72859, -2.87012, 3.65033], [-4.77233, -1.18759, 2.82325], [-5.15339, -0.93811, 1.10530], [-4.70346, -2.54730, 1.70610], [-2.58788, 0.94660, 1.71763], [-3.49747, 0.50367, 0.21175], [2.85766, -8.21178, -5.98466], [2.58275, -8.28253, -4.62335], [2.71679, -7.15757, -3.82781], [3.13516, -5.95686, -4.38878], [3.42573, -5.89059, -5.75358], [3.27829, -7.01940, -6.54900], [3.90910, -4.62604, -6.37841], [4.14916, -4.56183, -7.56303], [4.09340, -3.43986, -5.49142], [4.59125, -2.26295, -6.03625], [4.76453, -1.14856, -5.23344], [4.43572, -1.20275, -3.88295], [3.93946, -2.37338, -3.33554], [3.77080, -3.49821, -4.13483], [3.25877, -4.75555, -3.51948], [2.95083, -4.79303, -2.34401], [2.74746, -9.09107, -6.60495], [2.26464, -9.21852, -4.18407], [2.50437, -7.19985, -2.76873], [3.50015, -6.95254, -7.60490], [4.84238, -2.23428, -7.08735], [5.16011, -0.23563, -5.65793], [4.57572, -0.33070, -3.25752], [3.68952, -2.43197, -2.28499], [4.51160, -2.16699, 3.97276], [4.36072, -2.15559, 5.35649], [4.40624, -0.95653, 6.04711], [4.59851, 0.23445, 5.35680], [4.75535, 0.22100, 3.97096], [4.71196, -0.98442, 3.28161], [4.97867, 1.48331, 3.20532], [5.07783, 1.46396, 1.99597], [5.06205, 2.75452, 3.97406], [5.32112, 3.93817, 3.29374], [5.39228, 5.13302, 3.98953], [5.19782, 5.15269, 5.36634], [4.94076, 3.97657, 6.05042], [4.87785, 2.77326, 5.35950], [4.62064, 1.51871, 6.12044], [4.43136, 1.53052, 7.31610], [4.48272, -3.10654, 3.43271], [4.21017, -3.08267, 5.89412], [4.29163, -0.92940, 7.12181], [4.83650, -0.98078, 2.20703], [5.46979, 3.91070, 2.22330], [5.60080, 6.05282, 3.45988], [5.25067, 6.08838, 5.90641], [4.79155, 3.97859, 7.12110], [-9.94382, 5.77545, 0.74430], [-9.87281, 6.91281, -0.05247], [-8.85197, 7.05239, -0.97750], [-7.89182, 6.05722, -1.10564], [-7.95501, 4.92046, -0.29526], [-8.98754, 4.78177, 0.62426], [-6.92183, 3.85352, -0.38952], [-6.97196, 2.85879, 0.30705], [-5.81284, 4.04692, -1.36623], [-4.81480, 3.08690, -1.44578], [-3.77472, 3.23266, -2.34468], [-3.73086, 4.34180, -3.18198], [-4.72355, 5.30537, -3.10950], [-5.76462, 5.16502, -2.19901], [-6.81107, 6.22461, -2.12028], [-6.78164, 7.18780, -2.85389], [-10.74654, 5.66678, 1.46128], [-10.61730, 7.69107, 0.04851], [-8.78902, 7.92919, -1.60668], [-9.03028, 3.89418, 1.23978], [-4.86473, 2.22872, -0.78951], [-2.99936, 2.48206, -2.38964], [-2.91884, 4.45733, -3.88744], [-4.70162, 6.17477, -3.75181]]}

=====

{"formula": "C54H52BrN5OS2SbTi", "method": "ωB97M-V with the def2-TZVPD basis set", "e_above_lowest_ev": 0.867, "homo_ev": [-8.143, -8.046], "orbital_gap_ev": [5.65, 5.51], "spin_multiplicity": 1, "charge": 1, "species": ["Ti", "C", "C", "C", "C", "N", "C", "C", "C", "C", "C", "C", "N", "C", "C", "C", "C", "C", "N", "H", "H", "H", "H", "H", "H", "H", "H", "H", "H", "H", "C", "C", "C", "C", "C", "C", "C", "Br", "C", "O", "C", "C", "C", "C", "C", "C", "H", "H", "H", "H", "H", "H", "H", "H", "H", "H", "H", "H", "H", "H", "H", "H", "H", "H", "H", "H", "N", "C", "N", "C", "C", "C", "C", "C", "C", "S", "H", "H", "H", "H", "H", "H", "S", "Sb", "C", "C", "C", "C", "C", "C", "C", "C", "C", "C", "C", "C", "C", "C", "C", "C", "C", "C", "H", "H", "H", "H", "H", "H", "H", "H", "H", "H", "H", "H", "H", "H", "H"], "positions_angstrom": [[-0.72940, 0.70092, -2.05609], [0.93316, -3.39563, -1.75382], [2.15932, -3.29803, -2.41769], [2.47391, -2.12521, -3.05864], [1.56250, -1.06599, -3.02266], [0.37527, -1.16141, -2.38906], [0.08353, -2.31717, -1.75924], [1.78831, 0.24334, -3.60249], [2.90004, 0.69617, -4.27646], [2.92762, 2.00907, -4.76839], [1.80021, 2.78770, -4.64229], [0.67276, 2.29458, -3.97692], [0.72170, 1.07012, -3.35075], [-0.62835, 2.88601, -3.93164], [-0.95924, 4.16010, -4.43889], [-2.26620, 4.55342, -4.47551], [-3.26409, 3.68144, -4.00102], [-2.88371, 2.48621, -3.46224], [-1.59290, 2.07882, -3.40108], [0.63997, -4.29881, -1.23886], [2.85134, -4.12880, -2.42533], [3.41435, -2.00760, -3.57645], [-0.86709, -2.34917, -1.24415], [3.74267, 0.03997, -4.44147], [3.79554, 2.37415, -5.29658], [1.76840, 3.77079, -5.09162], [-0.17596, 4.80655, -4.80524], [-2.53167, 5.52284, -4.87221], [-4.30957, 3.94600, -4.03199], [-3.60620, 1.79925, -3.04125], [-6.31989, -3.72510, 1.93108], [-6.08668, -3.47981, 0.44143], [-7.34525, -2.83091, -0.14787], [-5.84522, -4.83326, -0.23845], [-4.88722, -2.56799, 0.18793], [-4.52745, -2.25990, -1.12718], [-3.44787, -1.43819, -1.34584], [-2.94586, -0.99809, -3.12204], [-2.67039, -0.89059, -0.31130], [-1.66039, -0.08326, -0.66869], [-3.01722, -1.18095, 1.01332], [-4.12900, -2.01509, 1.20306], [-2.32234, -0.66486, 2.28094], [-3.33521, 0.15814, 3.08734], [-1.86108, -1.87089, 3.11306], [-1.09338, 0.21099, 2.04789], [-7.17688, -4.38628, 2.05983], [-6.53624, -2.80028, 2.46682], [-5.46097, -4.20362, 2.40284], [-8.21243, -3.46928, 0.02352], [-7.25347, -2.67898, -1.22269], [-7.53782, -1.86278, 0.31470], [-6.69108, -5.49826, -0.06072], [-4.94754, -5.31225, 0.15291], [-5.72938, -4.72968, -1.31650], [-5.08350, -2.65145, -1.96575], [-4.40848, -2.23323, 2.22198], [-4.21567, -0.42054, 3.36313], [-3.66404, 1.02811, 2.51691], [-2.86819, 0.51537, 4.00640], [-2.68656, -2.51196, 3.41617], [-1.36241, -1.52051, 4.01795], [-1.15156, -2.47759, 2.54832], [-1.32906, 1.12665, 1.50970], [-0.31157, -0.30470, 1.49657], [-0.68703, 0.48953, 3.02404], [1.71397, 3.19896, -1.10239], [0.44276, 3.50251, -0.79113], [-0.55084, 2.64725, -0.82463], [-1.74174, 3.26659, -0.40751], [-2.98583, 2.65951, -0.25834], [-4.06489, 3.43149, 0.13633], [-3.92864, 4.79408, 0.39285], [-2.69429, 5.40623, 0.27002], [-1.61731, 4.62859, -0.12549], [0.03853, 5.12959, -0.32762], [2.00366, 2.22673, -0.98541], [2.42309, 3.89653, -0.95362], [-3.11323, 1.60096, -0.43287], [-5.03004, 2.95832, 0.25216], [-4.78516, 5.37528, 0.70204], [-2.57271, 6.45827, 0.48237], [2.00302, 0.17011, -0.09890], [3.75416, -0.17121, 1.26494], [5.35031, 1.11194, 0.84170], [6.33943, 1.35586, 1.78794], [7.39457, 2.20185, 1.47976], [7.45814, 2.80186, 0.23001], [6.47085, 2.56137, -0.71254], [5.41321, 1.71675, -0.40893], [3.26976, 0.04823, 3.28773], [2.58416, 1.18851, 3.69943], [2.21063, 1.32589, 5.02626], [2.51023, 0.32361, 5.93806], [3.18570, -0.81490, 5.52910], [3.56698, -0.95544, 4.20146], [4.50000, -2.11751, 1.08977], [5.84320, -2.35114, 0.82197], [6.29852, -3.65292, 0.65897], [5.41369, -4.71412, 0.76305], [4.07100, -4.48224, 1.02660], [3.61084, -3.18507, 1.18538], [6.28911, 0.89943, 2.77016], [8.16320, 2.39581, 2.21484], [8.28089, 3.46243, -0.00750], [6.52507, 3.03085, -1.68530], [4.63785, 1.52284, -1.14284], [2.32724, 1.96493, 2.98744], [1.68136, 2.21202, 5.34973], [2.21341, 0.43157, 6.97250], [3.41616, -1.59579, 6.24099], [4.09882, -1.84548, 3.88752], [6.53899, -1.52470, 0.73734], [7.34392, -3.83622, 0.45038], [5.77088, -5.72719, 0.63736], [3.38264, -5.31300, 1.10808], [2.55693, -3.00808, 1.37004]]}

=====

- Look up the charge of the first one.
  +1

=====

- charge of number 1 (C54H49FN3O7)?
  +1

=====

- What is the charge in the second record?
  +1